# 1
Molecular formula: C3HNO2
Method: DFT, the ωB97M-V functional and the def2-TZVPD basis

The geometry in XYZ format:
```
7
Properties=species:S:1:pos:R:3:forces:R:3:mulliken_charge:R:1
C 2.06696 0.00136 -0.00654 0.4 -0.1 0.1 -0.63
C 1.04315 0.74083 -0.17343 -3.4 1.1 -0.8 0.71
C -2.06514 -0.60517 0.25843 0.4 0.7 0.1 0.65
N -0.07376 1.23742 -0.37979 2.9 -0.8 0.6 -0.44
O -2.05169 -0.08555 1.25968 -0.4 1.3 3.7 -0.33
O -2.00092 -1.03357 -0.78039 -0.1 -2.1 -3.7 -0.33
H 3.08141 -0.25532 -0.17797 0.3 -0.1 0.0 0.36
```
Positions in Å, forces in eV/Å.

Lowest unoccupied orbital energy (spin up / spin down) in eV: -2.211 / -2.214
Kohn-Sham gap (spin up / spin down) in hartree: 0.283 / 0.283


# 2
Molecular formula: C6H5AgF12N2O11S4
Method: DFT, the ωB97M-V functional and the def2-TZVPD basis

The geometry in XYZ format:
```
41
Properties=species:S:1:pos:R:3:forces:R:3:lowdin_spin:R:1
Ag 0.45896 0.10547 -0.96907 -0.2 -0.1 0.5 0.00
C 0.53240 -4.07521 2.20972 0.4 -0.2 -0.3 0.00
F 0.70904 -5.35271 2.59413 0.8 0.9 0.1 0.00
F -0.68237 -3.75447 2.57316 -0.4 0.4 -0.3 0.00
F 1.37009 -3.18144 2.82353 -0.5 -1.6 -0.9 0.00
S 0.80094 -4.06869 0.25354 2.6 0.3 -2.0 0.00
O 2.15336 -3.50199 -0.04102 -3.1 -0.4 1.3 0.00
O 0.64875 -5.44486 -0.31098 -0.2 3.1 1.9 0.00
N -0.45287 -2.88872 -0.19109 3.6 -2.3 1.5 0.00
S -1.55716 -3.89989 -0.64554 -4.5 -0.7 0.4 0.00
O -1.48813 -4.23988 -2.02861 0.3 -0.4 -0.7 0.00
O -2.01620 -4.95744 0.28370 1.1 1.9 -1.1 0.00
C -3.02527 -2.66146 -0.62304 2.5 0.4 -0.8 0.00
F -3.53904 -2.68921 -1.83088 -1.1 -0.1 -0.9 0.00
F -3.88627 -3.01077 0.26447 -1.4 -0.2 1.2 0.00
F -2.67406 -1.35580 -0.42845 0.1 -0.4 0.4 0.00
C 0.02829 5.04499 0.56825 -1.9 -0.2 0.5 0.00
F 1.20315 4.83006 1.09700 0.5 -0.2 -0.3 0.00
F -0.49547 6.13519 1.22742 0.4 -1.2 -1.6 0.00
F 0.12712 5.23885 -0.78125 -0.1 0.1 1.9 0.00
S -1.19386 3.45732 0.91933 -0.4 -2.8 -3.3 0.00
O -2.23998 3.89777 1.83184 1.5 -0.4 -1.3 0.00
O -1.56484 2.88101 -0.43829 0.8 2.3 2.9 0.00
N -0.16140 2.18728 1.43759 -1.4 2.8 -0.9 0.00
S -0.08666 2.22407 3.00467 1.3 -1.3 2.6 0.00
O 1.04815 1.41778 3.40866 -0.3 0.0 -0.4 0.00
O -0.22326 3.49304 3.67308 -0.1 -0.1 -0.6 0.00
C -1.58622 1.18061 3.58042 0.6 2.3 -0.5 0.00
F -2.42785 1.99713 4.22665 -0.2 -0.2 0.0 0.00
F -2.20763 0.67209 2.52821 -0.2 -0.6 0.1 0.00
F -1.17704 0.26978 4.41547 0.0 -1.1 0.4 0.00
C 2.13745 1.28484 -5.89329 0.3 -0.2 -0.3 0.01
C 1.65527 1.05860 -4.48849 -0.4 1.2 -3.4 0.02
O 0.90589 0.08319 -4.26571 -0.2 -0.8 1.3 0.54
O 1.69358 1.91683 -3.62360 0.1 0.3 2.0 0.42
H 2.67148 2.21009 -6.10967 0.5 -0.2 0.8 0.01
H 1.29421 1.40432 -6.57356 -0.4 -0.6 0.3 0.00
H 2.70514 0.39219 -6.15594 0.1 0.2 -0.4 0.00
O 3.35989 0.32905 0.55695 -0.3 -0.1 -0.4 0.00
H 2.92671 0.70727 1.32216 -0.3 0.1 0.5 0.00
H 4.25573 0.66369 0.59850 0.2 0.0 -0.1 0.00
```
Positions in Å, forces in eV/Å.

2S+1: 2
Lowest unoccupied orbital energy (spin up / spin down) in eV: 0.448 / -2.383
Kohn-Sham gap (spin up / spin down) in hartree: 0.282 / 0.177
Charge: -1
Expectation value of S²: 0.760


# 3
Molecular formula: C7H11N4
Method: DFT, the ωB97M-V functional and the def2-TZVPD basis

The geometry in XYZ format:
```
22
Properties=species:S:1:pos:R:3:forces:R:3:mulliken_charge:R:1
C 0.99242 -0.71581 1.30489 -0.4 1.7 0.4 -1.53
C 0.14753 -0.04482 0.18546 2.3 0.6 1.9 1.13
C 0.66315 1.36908 0.05836 2.0 1.1 -0.1 -0.68
C -0.14212 2.15089 1.02645 -2.1 3.4 -0.7 -0.43
C -1.27660 1.60101 1.50015 0.2 -1.7 1.9 -0.45
C -1.35999 0.22827 1.06848 3.8 -1.2 -5.3 0.46
N -2.23852 -0.52852 0.61145 -2.2 0.2 0.7 -0.54
N -1.99967 -1.38765 -0.39333 -0.9 -2.0 -1.4 -0.05
N -0.97865 -1.48945 -1.28208 0.6 0.4 -0.3 -0.48
C 0.11712 -0.81890 -1.13933 -3.5 -0.5 2.9 -0.36
N 1.15955 -1.05256 -2.20287 -0.7 1.3 0.6 -0.11
H 2.06774 -0.69739 1.08647 -0.3 -0.1 0.4 0.38
H 0.63980 -1.64468 1.59701 -0.4 -2.5 -0.3 0.47
H 0.71366 -0.23667 2.28756 0.9 0.5 -1.0 0.37
H 0.57123 1.71531 -0.97440 -0.7 0.4 -0.1 0.39
H 1.79392 1.65795 0.22083 -1.8 -1.3 0.2 0.28
H -0.12637 3.29291 1.00306 0.7 -1.7 0.5 0.34
H -2.00797 1.80074 2.30531 0.6 1.1 -0.8 0.37
H -2.87515 -1.88756 -0.71932 1.8 0.9 0.6 0.31
H 0.73955 -0.84864 -3.08751 -0.5 0.8 -1.0 0.39
H 1.41129 -2.00354 -2.35164 0.6 -1.4 0.7 0.38
H 1.98808 -0.45997 -2.10498 0.0 -0.1 0.2 0.38
```
Positions in Å, forces in eV/Å.

Lowest unoccupied orbital energy in eV: -3.723
Kohn-Sham gap in hartree: 0.308
Charge: +1
SMILES: C[C@]12CC=CC1=NNN=C2[NH3+]


# 4
Molecular formula: C43H111N5O14
Method: DFT, the ωB97M-V functional and the def2-TZVPD basis

The geometry in XYZ format:
```
173
Properties=species:S:1:pos:R:3:forces:R:3:lowdin_spin:R:1
C -25.02043 -9.97016 28.22124 -0.9 -0.1 -0.5 0.00
O -26.04848 -10.90552 27.93166 -1.1 -0.3 0.6 0.00
C -27.24302 -10.77852 28.76487 0.1 -0.5 -1.1 0.01
C -28.44760 -11.55157 28.16792 2.0 -0.9 0.4 0.03
N -28.15467 -13.03107 28.07829 -0.4 1.2 -1.0 0.00
C -29.03580 -13.63037 27.09828 -1.3 -2.1 1.4 0.01
C -28.90176 -15.18734 27.25367 0.2 0.1 -1.1 0.00
O -27.65279 -15.68929 26.72484 0.3 0.8 0.2 0.00
C -27.45172 -17.07391 26.96564 -1.1 0.7 0.6 0.00
H -24.16676 -10.27190 27.61436 0.0 0.1 0.1 0.00
H -24.74849 -9.91973 29.27557 0.0 -0.2 0.2 0.00
H -25.39052 -8.99362 27.90901 0.3 0.4 0.0 0.00
H -27.60876 -9.75288 28.81385 0.4 0.4 0.2 0.01
H -26.98154 -11.14186 29.75871 -0.2 0.0 0.2 0.00
H -28.71954 -11.11585 27.20652 0.1 0.0 -0.3 0.01
H -29.29477 -11.37615 28.83096 0.0 -0.2 0.1 0.02
H -27.30796 -13.22499 27.56295 1.2 0.8 0.8 0.00
H -28.96899 -13.24767 26.07986 0.4 -0.2 -0.3 0.00
H -30.06038 -13.43141 27.41254 -0.3 0.0 0.0 0.01
H -29.71559 -15.71898 26.76057 -0.2 0.1 -0.6 0.00
H -29.06026 -15.48385 28.29052 0.6 0.3 0.4 0.00
H -26.47596 -17.46615 26.67904 -0.1 0.6 -0.5 0.00
H -28.27511 -17.56762 26.44952 0.1 -0.7 0.0 0.00
H -27.53826 -17.23455 28.04026 -0.1 -0.3 0.2 0.00
C -26.90890 -3.65357 33.03461 0.8 0.3 1.8 0.00
O -26.53579 -3.41611 34.44575 -0.3 0.3 -2.0 0.00
C -27.42557 -3.99746 35.34685 0.6 1.2 2.1 0.00
C -26.93909 -3.43515 36.71574 -1.0 -1.3 0.4 0.00
N -27.44990 -2.11410 37.04501 0.7 1.4 -0.6 0.00
C -26.74669 -1.56199 38.20479 0.3 -0.3 1.1 0.00
C -27.19124 -0.18203 38.65599 -0.7 0.1 -1.2 0.00
O -26.35929 0.34845 39.64087 0.3 -0.2 0.8 0.00
C -26.67812 1.65719 40.05948 0.6 0.2 0.0 0.00
H -26.27874 -2.99345 32.43858 -0.1 0.1 0.0 0.00
H -27.96459 -3.39949 32.93950 0.0 -0.3 -0.4 0.00
H -26.63432 -4.68328 32.80570 -0.6 -0.1 -0.3 0.00
H -27.37920 -5.08615 35.32043 -0.1 -0.1 0.0 0.00
H -28.45426 -3.63830 35.31700 -0.3 -0.1 -0.8 0.00
H -25.85143 -3.50642 36.71165 0.2 0.0 0.3 0.00
H -27.38943 -4.00864 37.52592 0.5 -0.8 0.0 0.00
H -27.09595 -1.51843 36.31017 -0.5 0.3 -0.7 0.00
H -25.67875 -1.44536 38.02037 0.4 -0.4 0.0 0.00
H -26.88507 -2.23049 39.05453 0.2 -0.3 0.0 0.00
H -28.22661 -0.22381 38.99417 -0.2 0.2 0.0 0.00
H -27.10755 0.44707 37.76981 -0.4 0.4 -0.3 0.00
H -27.71919 1.83012 40.33221 -0.2 -0.4 0.0 0.00
H -26.39883 2.40727 39.31956 -0.1 0.0 -0.5 0.00
H -26.04793 1.88362 40.91953 -0.1 -0.2 0.1 0.00
C -23.92170 -13.03783 40.30366 -0.3 -0.2 0.4 0.00
O -23.49952 -12.56161 39.07148 -0.5 -0.5 -0.8 0.00
C -23.38215 -11.17676 39.03419 1.8 1.0 -0.2 0.00
C -22.66359 -10.83866 37.71766 -1.6 0.2 -0.8 0.00
N -23.47569 -11.21990 36.46923 0.1 0.3 1.9 0.00
C -24.48643 -10.18899 36.20867 0.4 0.7 -0.7 0.00
C -25.30579 -10.38045 34.94797 0.8 -1.5 -0.8 0.00
O -24.46080 -10.78457 33.81517 -0.8 0.0 1.0 0.00
C -25.14929 -10.62593 32.57649 0.0 1.2 0.8 0.00
H -24.03894 -14.12144 40.29227 0.2 0.0 -0.3 0.00
H -24.90151 -12.62677 40.54676 -0.1 0.2 0.3 0.00
H -23.17404 -12.76782 41.04944 -0.1 0.0 0.4 0.00
H -22.67180 -10.84815 39.79281 0.4 -0.1 0.5 0.00
H -24.25286 -10.57971 39.30529 -0.8 -0.4 -0.5 0.00
H -21.71501 -11.37055 37.79104 0.0 0.0 -0.6 0.00
H -22.48789 -9.76545 37.64388 0.2 0.0 0.2 0.00
H -24.06932 -11.92488 36.88240 0.2 -1.1 -0.5 0.00
H -23.98947 -9.22089 36.14615 0.1 0.1 0.0 0.00
H -25.24766 -10.11655 36.98546 -0.1 0.2 0.5 0.00
H -25.94070 -9.50404 34.81799 0.4 0.5 -0.6 0.00
H -26.04972 -11.16427 35.09045 0.0 -0.5 0.1 0.00
H -24.58856 -10.97584 31.70975 0.4 0.0 0.4 0.00
H -25.25486 -9.54105 32.57710 -0.5 0.2 -1.1 0.00
H -26.13364 -11.09139 32.52649 -0.2 -0.2 0.3 0.00
C -27.70225 0.69075 24.26403 0.2 -0.8 -0.9 0.00
O -26.87504 -0.40635 24.57519 0.5 -0.7 0.9 0.00
C -27.55632 -1.54752 25.10168 -0.4 -0.1 -0.1 0.00
C -26.63983 -2.76044 25.29200 -0.2 0.3 -0.1 0.00
N -27.42572 -3.96727 25.61765 0.0 2.1 -0.1 0.00
C -26.65667 -5.14895 25.53524 -0.2 -2.2 -0.2 0.00
C -27.57227 -6.38629 25.83098 0.4 0.3 0.5 0.01
O -26.88415 -7.62195 25.62515 -0.9 -0.3 0.2 0.01
C -27.73171 -8.72269 26.01011 0.1 0.1 -0.6 0.02
H -27.05661 1.54258 24.05042 0.0 0.0 0.1 0.00
H -28.44688 0.95702 25.01419 0.0 -0.1 0.3 0.00
H -28.18079 0.37230 23.33791 -0.6 0.6 -0.2 0.00
H -28.42491 -1.87781 24.53198 0.0 0.2 -0.8 0.00
H -28.02939 -1.26843 26.04317 0.2 0.0 0.6 0.00
H -25.91663 -2.45233 26.04707 0.3 -0.3 0.5 0.00
H -26.02498 -2.96912 24.41649 -0.3 0.2 -0.4 0.00
H -27.71861 -3.87615 26.57994 -0.7 -0.2 0.3 0.00
H -25.79121 -5.14035 26.19781 0.3 -0.2 0.4 0.00
H -26.25795 -5.26674 24.52764 0.0 0.0 -0.2 0.00
H -28.51790 -6.32943 25.29186 0.2 0.0 -0.9 0.00
H -27.97327 -6.37106 26.84443 0.5 0.2 0.5 0.01
H -27.30410 -9.66811 25.67629 0.5 0.2 0.2 0.00
H -28.70871 -8.70502 25.52714 -0.2 0.5 -0.2 0.01
H -27.94597 -8.76801 27.07788 0.3 0.3 0.1 0.02
C -30.73123 -3.53876 29.67637 0.3 0.6 -0.5 0.03
C -29.59592 -3.21336 28.68671 -0.2 -0.1 0.3 0.00
C -28.50248 -2.26727 29.27713 -0.8 -1.0 -1.1 0.00
O -29.06366 -1.01301 29.41224 -0.5 1.7 0.0 0.00
C -28.16774 0.10018 29.34968 -0.5 -0.9 0.8 0.00
N -28.94068 -4.44617 28.24747 0.6 0.5 0.5 0.01
H -31.48894 -4.19576 29.24936 0.3 -0.3 -0.1 0.03
H -31.28972 -2.65580 29.98716 0.3 0.2 0.3 0.00
H -30.23881 -4.03261 30.51407 -0.4 0.0 0.2 0.01
H -29.91275 -2.76010 27.74742 -0.5 0.6 0.3 0.00
H -27.76096 -2.31628 28.47973 0.7 0.4 0.0 0.00
H -28.06907 -2.58015 30.22706 0.1 -0.5 0.1 0.00
H -28.73331 0.99284 29.61686 -0.2 0.0 -0.6 0.00
H -27.68183 0.13524 28.37460 0.1 0.3 0.0 0.00
H -27.44528 0.03839 30.16352 0.5 -0.2 -0.1 0.00
H -28.43153 -4.71276 29.07801 0.3 -0.8 0.2 0.00
H -29.64460 -5.16214 28.13795 -0.2 -0.3 -0.1 0.03
C -23.32980 -5.60579 33.43900 -1.4 0.3 0.4 0.00
C -23.23034 -5.83152 34.95079 -1.5 -0.1 -0.5 0.00
C -24.49895 -6.49291 35.61889 0.3 2.3 -0.8 0.00
O -22.17475 -6.68003 35.13723 2.3 -1.0 0.9 0.00
H -22.47961 -5.05050 33.04288 0.3 -0.7 0.1 0.00
H -24.17868 -4.97677 33.17097 -0.4 0.0 0.1 0.00
H -23.52110 -6.59090 33.01348 0.3 0.0 -0.6 0.00
H -22.96919 -4.84026 35.32135 -0.2 -0.2 0.9 0.00
H -24.46707 -6.60647 36.70249 0.6 -0.2 -0.1 0.00
H -24.78280 -7.42814 35.13633 0.0 0.1 -0.1 0.00
H -25.23953 -5.70789 35.46597 -0.7 -0.4 -0.2 0.00
H -22.26316 -7.39906 34.50732 0.1 -0.1 0.0 0.00
C -29.63699 -10.03291 31.97467 -0.4 0.6 0.3 0.08
C -29.59845 -8.61388 32.54189 0.4 -0.1 -0.1 0.06
C -28.41038 -8.40932 33.53497 -1.3 -0.1 -0.1 0.03
O -29.51184 -7.67559 31.46789 1.6 0.4 0.5 0.20
H -29.78679 -10.76700 32.76636 0.4 -0.2 0.2 0.01
H -28.74806 -10.20577 31.36801 -0.1 -0.3 0.0 0.00
H -30.54304 -10.09935 31.37238 0.1 -0.1 -0.5 0.06
H -30.58338 -8.39339 32.95346 0.2 -0.2 0.9 0.03
H -28.47834 -7.47951 34.09971 0.1 0.4 -0.5 0.01
H -27.44192 -8.53577 33.05104 -0.1 0.2 -0.1 0.00
H -28.47827 -9.14530 34.33611 -0.1 -0.5 -0.1 0.01
H -30.20959 -7.82773 30.82634 -1.0 -0.3 -0.7 0.13
C -21.65623 -6.56480 29.59721 0.1 -1.1 0.9 0.00
C -21.86877 -7.71249 30.58546 1.3 -0.8 -0.8 0.00
C -21.40982 -9.07194 30.00822 -0.5 0.6 0.1 0.00
O -21.02040 -7.48396 31.69455 -0.2 0.7 0.8 0.00
H -22.23189 -6.82719 28.70959 -0.1 0.6 -0.1 0.00
H -20.59199 -6.55486 29.36185 0.0 0.3 -0.1 0.00
H -21.94617 -5.65766 30.12742 -0.1 0.2 -0.6 0.00
H -22.92138 -7.74261 30.86689 -0.1 -0.1 0.2 0.00
H -20.32540 -9.15504 29.93593 0.1 0.6 -0.3 0.00
H -21.87421 -9.16879 29.02687 0.0 -0.7 0.0 0.00
H -21.63109 -9.87408 30.71230 -0.6 -0.2 -0.2 0.00
H -21.29367 -8.09723 32.38071 0.2 -0.1 0.2 0.00
C -24.25447 -1.23457 28.51766 -0.8 -0.1 1.4 0.00
C -24.41506 -0.05235 29.55181 1.9 -0.6 -1.3 0.00
C -23.02671 0.09020 30.26764 -0.7 1.0 -0.6 0.00
O -24.77426 1.15299 28.85137 0.1 -0.2 0.5 0.00
H -25.20895 -1.54571 28.09308 -0.1 0.2 -0.1 0.00
H -23.88436 -2.10735 29.05558 0.0 -0.1 0.1 0.00
H -23.53809 -1.09364 27.70831 0.0 0.7 0.1 0.00
H -25.18539 -0.22208 30.30405 -0.1 -0.3 -0.2 0.00
H -22.98165 1.01706 30.83948 -0.3 -0.1 0.4 0.00
H -22.25057 0.27669 29.52540 0.1 -0.5 -0.3 0.00
H -22.77010 -0.76353 30.89485 -0.1 0.0 -0.1 0.00
H -24.65579 0.99503 27.91190 0.0 0.0 0.0 0.00
C -25.56529 -5.07686 29.70921 -0.5 -0.5 0.2 0.00
C -26.58868 -6.24545 29.96464 0.0 1.1 0.3 0.01
C -25.94462 -7.36526 30.77564 -0.9 -0.3 -0.9 0.00
O -27.77833 -5.77042 30.64228 1.8 1.2 -0.6 0.02
H -25.97466 -4.15397 29.29838 -0.6 0.0 0.2 0.00
H -24.87101 -5.37836 28.92488 0.2 -0.4 0.1 0.00
H -24.98282 -4.81625 30.59290 0.0 -0.1 0.2 0.00
H -26.84422 -6.56371 28.95394 -0.3 -0.5 0.0 0.00
H -26.59784 -8.23778 30.78629 -0.3 0.0 -0.1 0.00
H -25.86649 -7.06951 31.82184 0.7 0.1 -0.1 0.00
H -25.06407 -7.71570 30.23720 0.5 0.2 0.6 0.00
H -28.41904 -6.46848 30.79658 -0.3 -0.9 0.2 0.01
```
Positions in Å, forces in eV/Å.

2S+1: 2
Lowest unoccupied orbital energy (spin up / spin down) in eV: 2.088 / 2.075
Kohn-Sham gap (spin up / spin down) in hartree: 0.070 / 0.328
Charge: -1
Expectation value of S²: 0.751


Number 1: calculated total energy -8708.1500 eV. Number 2: calculated total energy -111750.6290 eV. Number 3: calculated total energy -13386.1262 eV. Number 4: calculated total energy -82497.0654 eV.